Model a:
{"formula": "C3H10OSSi", "method": "ωB97M-V/def2-TZVPD", "species": ["C", "Si", "C", "O", "C", "S", "H", "H", "H", "H", "H", "H", "H", "H", "H", "H"], "xyz": [[-1.943, -0.112, -0.920], [-0.270, 0.134, 0.048], [-0.163, -0.864, 1.833], [-0.171, 1.769, 0.345], [1.315, 0.021, -1.065], [2.811, -0.261, 0.010], [-2.156, 0.784, -1.522], [-2.024, -1.025, -1.567], [-2.757, -0.310, -0.215], [0.801, -1.204, 1.881], [-0.410, -0.136, 2.595], [-0.855, -1.637, 1.814], [-0.586, 2.137, 1.024], [1.429, -0.734, -1.856], [1.298, 0.990, -1.539], [3.680, 0.449, -0.867]], "homo_energy_ha": -0.3292, "smiles": "C[Si](C)(O)CS", "homo_lumo_gap_ev": 9.64, "spin_multiplicity": 1, "lumo_energy_ev": 0.69}

***

Model b:
{"formula": "C3H10OSSi", "method": "ωB97M-V/def2-TZVPD", "species": ["C", "Si", "C", "O", "H", "H", "H", "H", "H", "H", "C", "S", "H", "H", "H", "H"], "xyz": [[0.494, -1.207, 0.506], [1.240, 0.486, 0.081], [3.068, 0.633, 0.731], [0.475, 1.580, -0.679], [0.226, -1.423, -0.555], [1.105, -1.986, 0.946], [-0.428, -1.210, 1.034], [3.095, 0.498, 1.781], [3.774, 0.036, 0.178], [3.326, 1.634, 0.393], [-2.798, 0.567, -1.150], [-2.879, -1.127, -0.331], [-1.795, 0.942, -1.046], [-3.544, 1.109, -0.637], [-3.120, 0.325, -2.106], [-2.239, -0.856, 0.854]], "homo_energy_ha": -0.3251, "smiles": "C[Si](C)=O.CS", "homo_lumo_gap_ev": 9.21, "spin_multiplicity": 1, "lumo_energy_ev": 0.36}

***

What should be chosen as the least stable of them? Choose model b.

***

Model a:
{"formula": "C6H6FN2O2", "method": "ωB97M-V/def2-TZVPD", "species": ["C", "C", "C", "C", "C", "C", "N", "N", "O", "O", "F", "H", "H", "H", "H", "H", "H"], "xyz": [[-2.190, -0.492, -0.393], [-1.933, -1.849, -0.532], [-1.033, 0.150, -0.102], [2.597, 0.756, -0.137], [-0.703, 1.567, 0.171], [1.861, -0.490, 0.496], [-0.665, -2.101, -0.336], [-0.149, -0.883, -0.068], [2.270, 1.293, -1.186], [3.500, 1.015, 0.709], [2.445, -1.611, 0.137], [-3.126, -0.002, -0.459], [-2.795, -2.622, -0.494], [-0.380, 1.500, 1.171], [0.130, 1.868, -0.441], [-1.511, 2.236, -0.050], [1.682, -0.335, 1.513]], "homo_energy_ha": -0.1926, "homo_lumo_gap_ev": 9.04, "charge": -1, "spin_multiplicity": 1, "lumo_energy_ev": 3.80}

***

Model b:
{"formula": "C6H6FN2O2", "method": "ωB97M-V/def2-TZVPD", "species": ["C", "C", "C", "C", "N", "C", "N", "F", "C", "O", "O", "H", "H", "H", "H", "H", "H"], "xyz": [[0.887, -0.825, 0.693], [1.767, 0.184, 0.316], [1.417, 1.497, 0.057], [0.210, 1.766, -0.577], [-0.789, 0.912, -0.779], [-1.013, -0.065, 0.076], [-1.806, -1.146, -0.322], [-1.345, 0.306, 1.389], [3.275, -0.241, 0.023], [3.425, -1.177, -0.754], [4.068, 0.437, 0.673], [1.145, -1.822, 0.352], [0.452, -0.805, 1.679], [2.208, 2.228, -0.052], [0.144, 2.658, -1.193], [-2.248, -0.971, -1.215], [-2.464, -1.435, 0.390]], "homo_energy_ha": -0.1450, "smiles": "C=C(/C=C\\N=C(\\N)F)C(=O)[O-]", "homo_lumo_gap_ev": 7.64, "charge": -1, "spin_multiplicity": 1, "lumo_energy_ev": 3.69}

***

What should be chosen as the least stable of them? Choose model a.

***

Model a:
{"formula": "C4H10O2S", "method": "ωB97M-V/def2-TZVPD", "species": ["C", "C", "C", "C", "H", "H", "H", "H", "H", "H", "H", "H", "H", "H", "O", "O", "S"], "xyz": [[-2.787, 0.611, 0.178], [-1.045, -1.040, -0.721], [1.450, -0.840, 0.768], [2.405, 0.245, 0.207], [-2.095, 1.355, -0.257], [-3.128, 1.384, 0.997], [-3.616, 0.659, -0.538], [-0.761, -0.030, -1.027], [-1.503, -1.626, -1.809], [0.836, -0.223, 1.657], [2.228, -1.499, 1.237], [3.328, -0.182, -0.237], [2.855, 0.956, 1.054], [2.128, 2.207, -0.612], [-2.128, -0.794, 0.364], [1.453, 0.785, -0.972], [0.380, -1.966, -0.289]], "homo_energy_ha": -0.3311, "homo_lumo_gap_ev": 7.92, "spin_multiplicity": 1, "lumo_energy_ev": -1.09}

***

Model b:
{"formula": "C4H10O2S", "method": "ωB97M-V/def2-TZVPD", "species": ["C", "C", "C", "C", "O", "O", "S", "H", "H", "H", "H", "H", "H", "H", "H", "H", "H"], "xyz": [[-1.767, -0.443, 1.011], [2.156, 0.231, -1.900], [-0.982, -1.532, 0.337], [0.812, 0.237, -1.176], [1.391, -0.803, 1.530], [-0.231, -0.191, -1.995], [0.890, -1.513, 0.380], [-2.463, -0.913, 1.712], [-1.009, 0.185, 1.651], [-2.439, 0.193, 0.331], [2.211, 1.076, -2.563], [2.960, 0.295, -1.193], [2.475, -0.688, -2.533], [-0.927, -1.575, -0.705], [-1.460, -2.453, 0.651], [0.641, 1.197, -0.708], [0.259, -0.766, -2.633]], "homo_energy_ha": -0.2951, "homo_lumo_gap_ev": 8.68, "spin_multiplicity": 1, "lumo_energy_ev": 0.65}

***

What should be chosen as the least stable of them? Choose model a.

***

Model a:
{"formula": "C3H10NO2S2", "method": "ωB97M-V/def2-TZVPD", "species": ["N", "C", "C", "O", "C", "S", "S", "H", "H", "H", "H", "H", "H", "H", "H", "H", "H", "O"], "xyz": [[0.211, -0.851, -0.986], [0.329, -0.276, 0.414], [-0.033, -1.438, 1.349], [-0.245, -2.530, 0.891], [-0.631, 0.889, 0.561], [-0.201, 2.106, 1.874], [-0.463, 1.105, 3.651], [0.834, -0.428, -1.685], [0.425, -1.827, -0.889], [-0.742, -0.752, -1.307], [1.348, 0.050, 0.552], [-0.112, -1.235, 2.412], [-0.452, 1.581, -0.260], [-1.700, 0.697, 0.620], [-1.726, 1.407, 4.002], [1.095, -0.183, -4.085], [1.099, 1.266, -3.782], [0.962, 0.417, -3.333]], "homo_energy_ha": -0.4793, "homo_lumo_gap_ev": 9.66, "charge": 1, "spin_multiplicity": 1, "lumo_energy_ev": -3.38}

***

Model b:
{"formula": "C3H10NO2S2", "method": "ωB97M-V/def2-TZVPD", "species": ["N", "C", "C", "O", "C", "S", "S", "H", "H", "H", "H", "H", "H", "H", "H", "H", "H", "O"], "xyz": [[0.874, 1.035, -0.437], [0.303, 0.080, 0.596], [0.017, -1.242, -0.077], [-0.039, -1.388, -1.268], [-0.832, 0.735, 1.343], [-1.455, 0.098, 2.944], [-1.528, -1.918, 2.883], [0.063, 1.388, -0.962], [1.458, 1.794, -0.095], [1.260, 0.482, -1.215], [1.132, -0.080, 1.275], [-0.108, -2.077, 0.629], [-0.577, 1.725, 1.663], [-1.712, 0.886, 0.720], [-2.744, -2.183, 2.374], [1.522, 0.897, -3.814], [0.961, -0.503, -3.466], [1.407, 0.271, -3.092]], "homo_energy_ha": -0.4781, "homo_lumo_gap_ev": 9.62, "charge": 1, "spin_multiplicity": 1, "lumo_energy_ev": -3.39}

***

What should be chosen as the least stable of them? Choose model b.